Record 1
Molecular formula: C25H41N3P2V
Method: DFT, ωB97M-V/def2-TZVPD

Calculated values
F_max: 5.1 eV/A
ΔE to the lowest compared entry with this formula, charge and spin: 0.00 kcal/mol
Total charge: +1
HOMO energy (spin up / spin down): -11.13 / -11.13 eV
LUMO energy (spin up / spin down): -5.124 / -4.443 eV
Multiplicity: 3
Kohn-Sham gap (spin up / spin down): 6.01 / 6.69 eV

Structure (XYZ):
```
72
C25H41N3P2V, DFT ωB97M-V/def2-TZVPD
V -0.15 -0.17 1.94
C -1.77 -0.85 3.57
C -1.38 -1.92 2.70
C 0.46 -1.30 3.98
C -0.64 -0.46 4.34
C 0.02 -2.19 2.95
C -3.16 -0.38 3.79
H -3.76 -0.48 2.88
H -3.19 0.68 4.09
H -3.66 -0.95 4.58
C -0.64 0.49 5.48
H -1.49 1.19 5.42
H 0.27 1.09 5.53
H -0.73 -0.03 6.45
C 1.76 -1.40 4.70
H 1.69 -2.11 5.53
H 2.08 -0.44 5.13
H 2.56 -1.75 4.04
C 0.82 -3.31 2.39
H 0.80 -4.20 3.04
H 1.87 -3.02 2.27
H 0.44 -3.62 1.41
C -2.29 -2.76 1.89
H -2.59 -3.68 2.42
H -1.81 -3.08 0.96
H -3.21 -2.23 1.63
C -0.76 1.88 1.08
C -1.89 1.07 1.07
C -2.31 0.22 -0.09
C -1.22 -0.51 -0.88
C -0.04 -1.09 -0.11
C 1.14 -0.37 0.13
C 1.34 1.06 -0.26
C 0.16 2.06 -0.08
H -2.88 0.80 -0.84
H -0.89 0.14 -1.71
H -3.03 -0.51 0.32
H -0.38 2.12 -1.03
H -0.73 2.66 1.86
H -2.68 1.29 1.79
H 0.63 3.05 0.05
H 2.19 1.43 0.33
H 2.04 -0.91 0.42
H 1.65 1.19 -1.32
H -1.73 -1.36 -1.37
H 0.02 -2.18 -0.09
P -0.45 1.22 -4.06
C -0.52 3.06 -4.28
C -1.71 0.85 -5.36
P 1.85 -0.59 -4.83
C 1.02 1.02 -5.21
C 1.30 -1.49 -6.36
C 3.47 -0.12 -5.57
H 0.36 3.51 -3.79
H -1.44 3.43 -3.80
H -0.52 3.31 -5.35
H -1.54 1.50 -6.23
H -2.71 1.05 -4.94
H -1.66 -0.21 -5.67
H 3.35 0.22 -6.61
H 4.10 -1.02 -5.55
H 3.94 0.67 -4.97
H 1.73 1.86 -5.08
H 0.64 1.01 -6.26
H 1.89 -2.42 -6.41
H 1.53 -0.88 -7.25
H 0.23 -1.73 -6.32
N 1.28 1.07 2.61
C 1.94 1.72 3.35
N 2.73 2.49 3.95
C 2.98 2.58 5.24
N 3.27 2.72 6.37
```

---

Record 2
Molecular formula: C25H41N5O6
Method: DFT, ωB97M-V/def2-TZVPD

Calculated values
F_max: 0.9 eV/A
ΔE to the lowest compared entry with this formula, charge and spin: 1.75 kcal/mol
HOMO energy: -9.05 eV
LUMO energy: 0.634 eV
Kohn-Sham gap: 9.69 eV
SMILES: CC(C)C[C@H](NC(=O)c1nc[nH]c1C(=O)NC1CCN(C(=O)OC(C)(C)C)CC1)C(=O)OC(C)(C)C

Structure (XYZ):
```
77
C25H41N5O6, DFT ωB97M-V/def2-TZVPD
C -3.19 1.17 1.32
C -3.71 2.47 0.71
C -2.94 3.67 1.27
C -3.71 2.43 -0.83
C -2.39 1.97 -1.49
N -1.30 2.87 -1.25
C -0.17 2.52 -0.63
O 0.00 1.41 -0.11
C 0.83 3.60 -0.60
N 0.54 4.80 -1.19
C 1.59 5.55 -1.02
N 2.56 4.90 -0.34
C 2.11 3.65 -0.06
C 3.01 2.74 0.69
O 4.12 3.14 1.01
N 2.51 1.53 0.96
C 3.25 0.53 1.69
C 3.41 -0.74 0.84
C 4.15 -1.81 1.65
N 3.46 -2.08 2.89
C 2.78 -3.22 3.16
O 2.13 -3.37 4.18
O 2.95 -4.14 2.20
C 2.36 -5.45 2.33
C 2.91 -6.17 3.57
C 0.84 -5.34 2.39
C 2.79 -6.18 1.06
C 3.29 -0.92 3.74
C 2.53 0.18 3.00
C -2.65 1.88 -2.99
O -2.27 2.72 -3.77
O -3.35 0.80 -3.27
C -3.78 0.50 -4.63
C -2.56 0.31 -5.54
C -4.69 1.61 -5.15
C -4.55 -0.82 -4.49
H -3.71 0.31 0.90
H -2.12 1.06 1.15
H -3.36 1.17 2.40
H -4.76 2.59 1.00
H -3.12 3.75 2.34
H -3.26 4.59 0.79
H -1.87 3.55 1.12
H -3.96 3.42 -1.21
H -4.48 1.73 -1.15
H -2.10 0.99 -1.11
H -1.31 3.78 -1.71
H 1.68 6.56 -1.36
H 3.48 5.21 -0.06
H 1.57 1.31 0.64
H 4.23 0.96 1.91
H 3.96 -0.51 -0.07
H 2.42 -1.11 0.57
H 4.22 -2.73 1.08
H 5.16 -1.45 1.88
H 2.60 -5.64 4.47
H 2.52 -7.18 3.61
H 3.99 -6.20 3.53
H 0.53 -4.81 3.29
H 0.40 -6.34 2.40
H 0.47 -4.80 1.52
H 2.39 -7.19 1.05
H 3.88 -6.23 1.01
H 2.43 -5.65 0.18
H 2.75 -1.24 4.63
H 4.28 -0.55 4.03
H 2.45 1.07 3.63
H 1.52 -0.17 2.77
H -2.88 -0.01 -6.52
H -2.01 1.25 -5.63
H -1.90 -0.44 -5.12
H -5.09 1.33 -6.12
H -4.14 2.54 -5.25
H -5.52 1.76 -4.46
H -4.91 -1.14 -5.46
H -3.90 -1.59 -4.08
H -5.40 -0.68 -3.82
```

---

Record 3
Molecular formula: C25H41N6O3OsS3Si
Method: DFT, ωB97M-V/def2-TZVPD

Calculated values
F_max: 1.4 eV/A
ΔE to the lowest compared entry with this formula, charge and spin: 0.00 kcal/mol
Total charge: +3
HOMO energy (spin up / spin down): -15.97 / -16.24 eV
LUMO energy (spin up / spin down): -8.796 / -11.981 eV
Multiplicity: 5
Kohn-Sham gap (spin up / spin down): 7.17 / 4.26 eV

Structure (XYZ):
```
80
C25H41N6O3OsS3Si, DFT ωB97M-V/def2-TZVPD
Os 0.51 0.28 -0.03
C -2.15 2.39 1.55
C -1.40 1.43 2.45
C -2.31 0.84 3.50
C -0.16 2.07 3.05
O -0.91 0.29 1.57
Si -0.76 -1.34 2.09
S 0.39 -1.96 0.36
O -2.11 -2.12 2.32
C -3.27 -2.60 1.54
C -4.44 -2.61 2.50
C -2.92 -4.00 1.06
C -3.50 -1.65 0.37
O 0.22 -1.26 3.37
C 0.41 -2.22 4.48
C 1.62 -1.71 5.24
C -0.84 -2.19 5.35
C 0.65 -3.60 3.89
H -2.61 3.15 2.18
H -2.95 1.87 1.01
H -1.50 2.89 0.85
H -2.68 1.65 4.13
H -1.80 0.13 4.15
H -3.17 0.35 3.05
H -0.46 2.92 3.66
H 0.50 2.45 2.26
H 0.37 1.36 3.68
H -4.22 -3.25 3.36
H -5.32 -3.01 2.00
H -4.67 -1.61 2.86
H -2.70 -4.65 1.91
H -2.05 -3.98 0.40
H -3.76 -4.43 0.51
H -3.71 -0.64 0.73
H -4.36 -1.99 -0.20
H -2.64 -1.64 -0.30
H 1.43 -0.73 5.67
H 2.49 -1.66 4.59
H 1.86 -2.39 6.06
H -1.03 -1.18 5.72
H -0.69 -2.84 6.22
H -1.71 -2.55 4.81
H 1.53 -3.60 3.24
H -0.21 -3.93 3.30
H 0.81 -4.33 4.68
C 5.07 -1.24 2.68
C 4.64 -1.12 1.27
N 5.28 -1.58 0.23
N 4.51 -1.25 -0.84
C 3.42 -0.59 -0.51
S 2.24 0.14 -1.55
N 3.47 -0.50 0.84
N 2.48 0.13 1.60
H 6.06 -1.70 2.70
H 4.39 -1.87 3.24
H 5.13 -0.26 3.16
H 4.81 -1.51 -1.77
H 2.87 0.92 2.10
H 2.07 -0.53 2.27
S -2.08 5.12 -3.78
C -1.28 3.98 -2.74
C -2.01 2.82 -2.44
C -1.45 1.86 -1.64
N -0.21 1.97 -1.12
C 0.50 3.08 -1.42
C 0.01 4.10 -2.20
C -0.93 6.47 -3.97
C -0.83 7.45 -2.99
C -0.04 8.56 -3.25
N 0.56 8.61 -4.41
C 0.52 7.74 -5.39
C -0.26 6.60 -5.19
H -3.01 2.68 -2.83
H -2.01 0.97 -1.39
H 1.50 3.14 -1.01
H 0.63 4.96 -2.40
H -1.38 7.39 -2.06
H 0.08 9.39 -2.56
H 1.07 7.93 -6.31
H -0.34 5.86 -5.97
```

---

Record 4
Molecular formula: C25H42AlCl3N4O3Si
Method: DFT, ωB97M-V/def2-TZVPD

Calculated values
F_max: 3.3 eV/A
ΔE to the lowest compared entry with this formula, charge and spin: 32.13 kcal/mol
HOMO energy: -8.10 eV
LUMO energy: 0.185 eV
Kohn-Sham gap: 8.28 eV

Structure (XYZ):
```
79
C25H42AlCl3N4O3Si, DFT ωB97M-V/def2-TZVPD
C 1.68 -1.01 -4.36
C 0.92 0.13 -3.75
H 2.03 -0.83 -5.37
H 1.02 -1.87 -4.37
H 2.54 -1.24 -3.74
C 0.17 0.94 -4.53
C -0.14 0.61 -5.96
H -0.17 1.94 -4.22
H -0.58 -0.40 -6.08
H 0.73 0.67 -6.62
H -0.85 1.33 -6.37
Al 1.60 -0.98 0.24
Cl 3.03 -0.85 1.97
Cl -0.35 -1.99 0.98
C 1.09 1.52 1.59
O 0.61 0.72 0.73
N 0.54 2.64 2.04
C -0.80 3.05 1.67
C 1.38 3.63 2.72
H 2.02 1.25 2.07
H -1.52 2.24 1.73
H -0.84 3.50 0.67
H -1.10 3.82 2.38
H 2.14 3.06 3.29
H 0.73 4.20 3.40
H 1.85 4.32 1.99
H -1.94 -1.20 -2.58
H -2.56 0.97 -3.73
C -2.65 -0.95 -1.78
C -3.26 1.15 -2.91
N -2.76 0.50 -1.70
H -2.30 -1.36 -0.82
C -2.79 1.13 -0.49
O -2.52 0.61 0.59
H -3.33 2.23 -2.74
H -3.10 2.20 -0.61
H -3.64 -1.36 -2.02
H -4.25 0.76 -3.18
O 0.58 -0.57 -1.44
C 1.16 0.40 -2.26
C -0.30 2.45 -1.93
C 0.96 1.87 -1.85
H -1.11 1.80 -2.22
C -0.48 3.80 -1.71
H 2.27 0.25 -2.24
C 2.06 2.64 -1.47
H -1.47 4.24 -1.84
C 0.62 4.58 -1.37
C 1.89 4.01 -1.20
H 3.05 2.19 -1.44
H 0.49 5.64 -1.19
H 2.77 4.60 -0.91
Si 0.35 -3.87 0.23
Cl 2.97 -2.16 -0.89
C -1.33 -4.46 -0.32
C 1.41 -4.14 1.86
C 1.16 -5.21 -0.84
H -1.80 -3.79 -1.05
H -2.02 -4.58 0.50
H -1.20 -5.43 -0.82
H 0.69 -5.17 -1.83
H 0.84 -6.17 -0.36
H 2.25 -5.19 -0.92
H 2.20 -3.37 1.98
H 1.88 -5.14 1.75
H 0.74 -4.11 2.74
N -0.95 -1.33 7.32
C -0.49 -0.95 6.10
C 0.87 -1.13 5.77
C 1.28 -0.74 4.49
N 0.47 -0.22 3.57
C -0.83 -0.07 3.87
C -1.36 -0.39 5.14
H -0.33 -1.76 8.00
H -1.92 -1.22 7.57
H 1.60 -1.56 6.45
H 2.32 -0.91 4.21
H -1.51 0.31 3.11
H -2.40 -0.19 5.34
```

---

Record 5
Molecular formula: C25H42BrNOP2Zr
Method: DFT, ωB97M-V/def2-TZVPD

Calculated values
F_max: 4.5 eV/A
Total charge: +4
HOMO energy (spin up / spin down): -20.28 / -20.28 eV
LUMO energy (spin up / spin down): -15.034 / -15.033 eV
Kohn-Sham gap (spin up / spin down): 5.25 / 5.25 eV

Structure (XYZ):
```
73
C25H42BrNOP2Zr, DFT ωB97M-V/def2-TZVPD
N 2.25 1.45 -7.82
C 2.99 0.76 -6.96
C 2.64 0.59 -5.61
C 1.39 1.11 -5.14
C 0.62 1.81 -6.09
C 1.08 1.96 -7.40
C 0.89 0.77 -3.79
Zr -0.37 0.29 -1.48
P -2.42 -0.67 -0.25
C -0.38 0.10 -3.67
C -0.30 -1.37 -3.33
C -1.30 -2.30 -3.71
C -1.32 -3.58 -3.20
C -0.36 -4.01 -2.26
C 0.73 -3.18 -1.99
C 0.77 -1.84 -2.50
Br -0.71 -5.48 -1.21
H 1.68 0.71 -3.00
H -1.27 0.44 -4.22
H 3.32 0.03 -4.96
H -0.33 2.26 -5.80
H 3.93 0.34 -7.34
H 0.50 2.53 -8.13
H -2.04 -1.96 -4.45
H 1.75 -1.32 -2.56
H -2.14 -4.25 -3.50
H 1.57 -3.55 -1.39
P -0.78 2.74 -1.07
C -2.81 -2.49 -0.35
C -4.00 -3.18 0.33
H -1.89 -2.99 -0.02
H -2.88 -2.68 -1.43
H -3.85 -4.26 0.26
H -4.12 -2.95 1.39
H -4.95 -2.97 -0.18
C -4.04 0.11 -0.73
C -5.33 -0.14 0.08
H -4.20 -0.21 -1.77
H -3.86 1.20 -0.76
H -6.18 0.27 -0.48
H -5.54 -1.21 0.23
H -5.30 0.37 1.05
C -2.32 -0.41 1.59
C -3.35 -0.97 2.57
H -2.25 0.68 1.70
H -1.32 -0.79 1.88
H -3.33 -0.39 3.49
H -4.38 -0.94 2.22
H -3.14 -2.00 2.86
C -0.47 3.11 0.69
C -0.61 4.59 1.03
H 0.54 2.75 0.95
H -1.17 2.51 1.28
H 0.01 5.24 0.41
H -1.64 4.94 0.95
H -0.29 4.74 2.07
C -2.42 3.44 -1.36
C -3.06 3.07 -2.69
H -2.26 4.52 -1.27
H -3.05 3.14 -0.51
H -2.47 3.41 -3.55
H -3.23 1.99 -2.80
H -4.04 3.55 -2.75
C 0.33 3.85 -1.98
C 1.82 3.59 -1.82
H 0.06 4.85 -1.64
H 0.03 3.78 -3.04
H 2.36 4.16 -2.59
H 2.19 3.90 -0.84
H 2.11 2.54 -1.97
O 1.09 -0.28 0.18
H 1.58 -1.12 0.30
H 1.22 0.26 0.97
```

---

Record 6
Molecular formula: C25H42Cl2NPSn
Method: DFT, ωB97M-V/def2-TZVPD

Calculated values
F_max: 1.5 eV/A
ΔE to the lowest compared entry with this formula, charge and spin: 0.00 kcal/mol
HOMO energy (spin up / spin down): -6.47 / -4.52 eV
LUMO energy (spin up / spin down): -0.117 / -1.350 eV
Kohn-Sham gap (spin up / spin down): 6.36 / 3.17 eV

Structure (XYZ):
```
72
C25H42Cl2NPSn, DFT ωB97M-V/def2-TZVPD
P -0.16 0.78 -0.04
C -1.81 0.23 -0.73
C -2.30 1.09 -1.90
C -3.75 0.70 -2.26
C -3.89 -0.80 -2.52
C -3.34 -1.65 -1.37
C -1.89 -1.27 -1.04
C 1.27 0.12 -1.03
C 1.16 0.51 -2.51
C 2.48 0.15 -3.22
C 2.83 -1.33 -3.03
C 2.84 -1.76 -1.56
C 1.53 -1.38 -0.86
C -0.10 2.61 -0.09
C -1.23 3.20 0.77
C -1.22 4.73 0.65
C 0.14 5.32 1.03
C 1.30 4.67 0.27
C 1.26 3.13 0.37
H -2.47 0.41 0.15
H -1.65 0.92 -2.77
H -2.26 2.16 -1.67
H -4.07 1.27 -3.14
H -4.40 0.99 -1.43
H -4.94 -1.04 -2.71
H -3.35 -1.05 -3.45
H -3.96 -1.50 -0.48
H -3.39 -2.71 -1.63
H -1.52 -1.86 -0.18
H -1.24 -1.50 -1.90
H 2.14 0.63 -0.59
H 3.28 0.77 -2.79
H 0.96 1.59 -2.62
H 0.32 -0.04 -2.97
H 2.40 0.40 -4.28
H 3.80 -1.54 -3.50
H 2.09 -1.94 -3.57
H 3.02 -2.84 -1.48
H 3.67 -1.25 -1.04
H 1.58 -1.65 0.20
H 0.69 -1.96 -1.28
H -0.25 2.91 -1.14
H -2.22 2.82 0.45
H -1.10 2.87 1.81
H -1.43 4.99 -0.40
H -2.01 5.16 1.27
H 0.31 5.20 2.11
H 0.14 6.40 0.83
H 2.27 5.04 0.62
H 1.21 4.92 -0.80
H 2.08 2.71 -0.23
H 1.44 2.80 1.41
Sn 0.04 0.01 2.46
Cl 2.44 0.56 2.38
Cl -2.21 0.71 3.11
C -0.47 -2.00 2.04
H -1.56 -2.15 2.06
C 0.33 -3.16 2.15
C 1.77 -3.14 2.25
C 2.49 -4.34 2.25
C 1.81 -5.57 2.21
C 0.40 -5.62 2.17
C -0.33 -4.44 2.15
H 2.26 -2.16 2.33
H 3.58 -4.30 2.29
H -0.12 -6.58 2.15
H -1.42 -4.44 2.14
H 2.38 -6.49 2.21
N 0.51 0.01 4.75
H -0.31 -0.29 5.29
H 0.85 0.92 5.09
H 1.28 -0.67 4.82
```

---

Q: Which value of F_max does entry 6 give?
A: 1.5 eV/A

---

Copy entry 3 word for word.
Molecular formula: C25H41N6O3OsS3Si
Method: DFT, ωB97M-V/def2-TZVPD

Calculated values
F_max: 1.4 eV/A
ΔE to the lowest compared entry with this formula, charge and spin: 0.00 kcal/mol
Total charge: +3
HOMO energy (spin up / spin down): -15.97 / -16.24 eV
LUMO energy (spin up / spin down): -8.796 / -11.981 eV
Multiplicity: 5
Kohn-Sham gap (spin up / spin down): 7.17 / 4.26 eV

Structure (XYZ):
```
80
C25H41N6O3OsS3Si, DFT ωB97M-V/def2-TZVPD
Os 0.51 0.28 -0.03
C -2.15 2.39 1.55
C -1.40 1.43 2.45
C -2.31 0.84 3.50
C -0.16 2.07 3.05
O -0.91 0.29 1.57
Si -0.76 -1.34 2.09
S 0.39 -1.96 0.36
O -2.11 -2.12 2.32
C -3.27 -2.60 1.54
C -4.44 -2.61 2.50
C -2.92 -4.00 1.06
C -3.50 -1.65 0.37
O 0.22 -1.26 3.37
C 0.41 -2.22 4.48
C 1.62 -1.71 5.24
C -0.84 -2.19 5.35
C 0.65 -3.60 3.89
H -2.61 3.15 2.18
H -2.95 1.87 1.01
H -1.50 2.89 0.85
H -2.68 1.65 4.13
H -1.80 0.13 4.15
H -3.17 0.35 3.05
H -0.46 2.92 3.66
H 0.50 2.45 2.26
H 0.37 1.36 3.68
H -4.22 -3.25 3.36
H -5.32 -3.01 2.00
H -4.67 -1.61 2.86
H -2.70 -4.65 1.91
H -2.05 -3.98 0.40
H -3.76 -4.43 0.51
H -3.71 -0.64 0.73
H -4.36 -1.99 -0.20
H -2.64 -1.64 -0.30
H 1.43 -0.73 5.67
H 2.49 -1.66 4.59
H 1.86 -2.39 6.06
H -1.03 -1.18 5.72
H -0.69 -2.84 6.22
H -1.71 -2.55 4.81
H 1.53 -3.60 3.24
H -0.21 -3.93 3.30
H 0.81 -4.33 4.68
C 5.07 -1.24 2.68
C 4.64 -1.12 1.27
N 5.28 -1.58 0.23
N 4.51 -1.25 -0.84
C 3.42 -0.59 -0.51
S 2.24 0.14 -1.55
N 3.47 -0.50 0.84
N 2.48 0.13 1.60
H 6.06 -1.70 2.70
H 4.39 -1.87 3.24
H 5.13 -0.26 3.16
H 4.81 -1.51 -1.77
H 2.87 0.92 2.10
H 2.07 -0.53 2.27
S -2.08 5.12 -3.78
C -1.28 3.98 -2.74
C -2.01 2.82 -2.44
C -1.45 1.86 -1.64
N -0.21 1.97 -1.12
C 0.50 3.08 -1.42
C 0.01 4.10 -2.20
C -0.93 6.47 -3.97
C -0.83 7.45 -2.99
C -0.04 8.56 -3.25
N 0.56 8.61 -4.41
C 0.52 7.74 -5.39
C -0.26 6.60 -5.19
H -3.01 2.68 -2.83
H -2.01 0.97 -1.39
H 1.50 3.14 -1.01
H 0.63 4.96 -2.40
H -1.38 7.39 -2.06
H 0.08 9.39 -2.56
H 1.07 7.93 -6.31
H -0.34 5.86 -5.97
```